Entry 1:
{"formula": "C14H15BrN4O2S", "method": "the ωB97M-V functional and the def2-TZVPD basis", "species": ["C", "C", "N", "N", "C", "C", "Br", "C", "C", "O", "N", "C", "S", "C", "C", "C", "C", "N", "O", "C", "C", "C", "H", "H", "H", "H", "H", "H", "H", "H", "H", "H", "H", "H", "H", "H", "H"], "xyz": [[1.6790, -3.2451, 3.4107], [1.5415, -1.5539, 3.4052], [1.6778, -1.3315, 2.0287], [2.8472, -0.6981, 1.6194], [2.9311, -0.4462, 0.3247], [1.6883, -0.7656, -0.2061], [1.1764, -0.6793, -2.0080], [0.7385, -1.4540, 1.0351], [-0.4382, -1.8296, 1.0825], [-0.6448, -3.1518, 1.3288], [-1.4120, -1.2346, 0.4271], [-1.6661, -0.1135, 0.0191], [-2.6267, 0.1950, -1.4895], [-2.0546, 2.0131, -1.5769], [-1.2941, 2.1901, -0.3431], [-1.0504, 1.1831, 0.5277], [-0.2635, 1.1412, 1.6963], [1.0192, 2.0127, 1.7021], [-0.4412, 0.4989, 2.5676], [-0.9749, 3.7951, -0.2343], [-1.5546, 4.0318, -1.7429], [-2.3777, 3.1672, -2.2091], [1.0161, -3.7006, 2.7419], [2.7681, -3.3674, 2.9787], [1.6206, -3.4489, 4.4702], [0.4556, -1.6039, 3.3436], [2.2808, -1.0387, 3.8814], [3.7213, -0.1459, -0.3208], [-2.3805, -1.8428, 0.4483], [1.2151, 2.3716, 0.7735], [1.4757, 2.0533, 2.6090], [0.2030, 3.8872, -0.4372], [-1.4971, 4.0743, 0.5326], [-1.6604, 5.2434, -1.8069], [-0.6624, 4.3119, -2.5187], [-2.4386, 2.7558, -3.3179], [-3.5113, 3.3493, -2.1042]], "forces_ev_per_angstrom": [[4.61, 3.37, 0.82], [-3.45, -6.50, -3.28], [2.73, 3.21, -5.24], [0.49, -1.37, 2.86], [-4.39, -1.79, -0.09], [-3.25, -1.77, 2.15], [-0.06, -0.07, 0.23], [17.42, 7.63, -2.81], [-10.01, -11.41, -0.21], [0.04, 4.97, 0.44], [-5.08, -9.39, 2.21], [-0.07, 13.49, -2.78], [1.64, 2.31, 0.80], [2.85, -7.87, 8.38], [-1.12, 3.62, -3.95], [-2.59, -4.80, -3.09], [6.63, 9.03, -7.29], [-4.24, -1.94, -0.85], [-2.73, -7.52, 10.65], [4.42, -6.18, -8.52], [10.53, 14.14, 2.49], [-11.46, -5.48, -8.36], [-1.30, -0.41, -0.53], [-1.96, -0.30, 1.18], [-0.05, -0.92, 0.03], [-0.27, 1.47, 2.55], [1.08, 1.48, 2.02], [0.89, 0.48, 0.50], [3.44, 0.90, -0.05], [0.85, 0.31, 1.00], [0.30, 0.26, -0.93], [-2.79, 0.47, 1.61], [-2.38, 2.73, 4.40], [-1.55, -2.52, 0.33], [-1.06, -1.92, 1.89], [0.77, 2.01, 1.15], [1.10, 0.25, 0.29]], "total_energy_ev": -105681.25936, "max_force_ev_per_a": 19.22, "homo_energy_ev": -7.5}



Entry 2:
{"formula": "C14H15Cl2NO3", "method": "the ωB97M-V functional and the def2-TZVPD basis", "species": ["C", "C", "C", "C", "C", "C", "C", "N", "C", "O", "C", "O", "C", "O", "C", "C", "C", "C", "Cl", "Cl", "H", "H", "H", "H", "H", "H", "H", "H", "H", "H", "H", "H", "H", "H", "H"], "xyz": [[1.8970, -1.4829, 2.4519], [0.9123, -2.5242, 2.0284], [1.2601, -3.8703, 2.0555], [0.3587, -4.8613, 1.7162], [-0.9320, -4.5212, 1.3478], [-1.2979, -3.1905, 1.3018], [-0.3816, -2.1943, 1.6204], [-0.8212, -0.8473, 1.5610], [-0.2260, 0.1375, 0.8476], [0.7980, 0.0330, 0.2181], [-0.9771, 1.4811, 0.9388], [-0.4850, 2.3478, -0.0645], [-0.7658, 1.9651, -1.3141], [-1.5136, 1.0624, -1.5837], [-0.0537, 2.8175, -2.3252], [1.2837, 3.3524, -1.8740], [-0.2960, 2.4361, -3.7699], [-0.9428, 3.6564, -3.2157], [-0.3700, 5.2316, -3.7241], [-2.6754, 3.6706, -2.9424], [2.7342, -1.9391, 2.9738], [1.4247, -0.7512, 3.1063], [2.2740, -0.9487, 1.5803], [2.2602, -4.1416, 2.3613], [0.6581, -5.8979, 1.7494], [-1.6490, -5.2868, 1.0934], [-2.2993, -2.9111, 1.0064], [-1.7807, -0.7013, 1.8415], [-0.7647, 1.9686, 1.8923], [-2.0554, 1.3320, 0.8146], [1.8923, 2.5295, -1.5057], [1.7979, 3.8370, -2.6990], [1.1512, 4.0718, -1.0694], [0.5109, 2.5640, -4.4747], [-0.9262, 1.5755, -3.9443]], "forces_ev_per_angstrom": [[0.11, 0.04, -0.12], [-0.06, 0.06, 0.00], [-0.06, 0.00, -0.05], [-0.01, -0.07, -0.01], [-0.03, -0.04, 0.04], [0.05, 0.09, 0.00], [0.12, -0.31, -0.04], [-0.27, -0.22, 0.31], [-0.31, 0.57, -0.03], [0.13, -0.08, -0.10], [0.03, -0.22, -0.12], [0.08, 0.23, 0.27], [-0.25, -0.13, -0.54], [0.07, -0.02, 0.16], [0.14, 0.01, 0.08], [-0.06, 0.02, -0.07], [-0.13, -0.03, 0.07], [-0.08, -0.13, -0.07], [0.08, 0.04, -0.01], [-0.02, -0.01, -0.03], [0.02, -0.02, 0.09], [0.02, 0.08, 0.06], [0.04, 0.03, 0.08], [0.10, 0.00, 0.04], [0.03, -0.09, 0.00], [-0.06, -0.06, -0.03], [-0.09, 0.04, -0.07], [0.13, 0.11, -0.06], [-0.03, -0.07, -0.10], [0.14, 0.00, 0.09], [0.06, -0.04, 0.03], [0.05, 0.01, -0.01], [0.05, 0.05, 0.03], [0.11, 0.14, 0.02], [-0.11, 0.03, 0.08]], "total_energy_ev": -47439.18535, "max_force_ev_per_a": 0.65, "e_above_lowest_kcal_mol": 0.00, "homo_energy_ev": -9.0}



Entry 3:
{"formula": "C14H15N3O7S", "method": "the ωB97M-V functional and the def2-TZVPD basis", "species": ["O", "C", "C", "O", "C", "O", "C", "N", "C", "O", "C", "C", "C", "C", "O", "N", "C", "C", "N", "C", "O", "C", "S", "C", "O", "H", "H", "H", "H", "H", "H", "H", "H", "H", "H", "H", "H", "H", "H", "H"], "xyz": [[-4.4629, -0.1748, 1.3045], [-3.3888, -0.5520, 0.8879], [-3.2329, -1.9432, 0.2527], [-2.2515, -1.9485, -0.7769], [-1.0597, -2.4602, -0.5062], [-0.7494, -3.0217, 0.5102], [-0.0936, -2.2222, -1.6711], [1.2245, -1.9493, -1.1445], [1.3625, -0.9773, -0.2115], [0.4518, -0.2014, 0.0589], [2.6833, -0.8681, 0.3965], [3.1499, 0.0231, 1.3318], [4.4937, -0.3285, 1.5699], [4.7484, -1.4026, 0.7693], [3.6670, -1.7391, 0.0569], [-2.2508, 0.1515, 0.9696], [-2.2232, 1.5117, 1.4410], [-2.0214, 2.5008, 0.2885], [-0.7076, 2.3883, -0.3268], [-0.5299, 1.7693, -1.5360], [-1.4015, 1.2331, -2.1679], [0.8995, 1.9138, -2.0132], [1.8423, 2.6545, -0.6649], [0.3983, 2.8523, 0.3468], [0.3992, 3.3418, 1.4372], [-4.1859, -2.2290, -0.1959], [-2.9580, -2.6613, 1.0343], [-0.4623, -1.3663, -2.2449], [-0.0576, -3.1043, -2.3095], [1.9317, -2.6657, -1.1930], [2.5943, 0.8210, 1.7792], [5.1749, 0.1501, 2.2420], [5.6321, -1.9930, 0.6250], [-1.3824, -0.1937, 0.5786], [-1.4191, 1.6318, 2.1711], [-3.1865, 1.7137, 1.9155], [-2.7526, 2.3089, -0.5001], [-2.1270, 3.5206, 0.6665], [0.9280, 2.5678, -2.8869], [1.3232, 0.9484, -2.2845]], "forces_ev_per_angstrom": [[-0.46, -0.01, 0.11], [0.35, -0.47, -0.35], [-0.46, -0.08, 0.50], [-0.19, 0.19, -0.34], [0.49, -0.32, -0.02], [-0.08, 0.04, -0.05], [-0.21, 0.33, 0.24], [0.02, -0.19, -0.08], [0.26, -0.30, -0.42], [0.10, -0.10, 0.15], [0.10, 0.91, 0.94], [-0.49, -0.55, -0.61], [0.21, -0.45, -0.29], [0.38, 0.47, 0.55], [-0.27, -0.28, -0.36], [0.43, 0.12, -0.04], [-0.08, 0.25, -0.05], [-0.32, -0.05, 0.30], [-0.65, 0.11, 0.29], [0.35, 0.08, -0.28], [-0.15, -0.11, -0.13], [0.33, 0.07, 0.01], [0.15, 0.15, -0.02], [0.48, -0.10, -0.66], [-0.08, 0.15, 0.46], [0.16, 0.11, 0.07], [-0.09, 0.13, -0.15], [0.04, -0.16, 0.01], [-0.01, 0.05, 0.04], [-0.02, 0.08, 0.02], [-0.19, 0.14, 0.05], [0.20, 0.05, 0.12], [0.05, -0.13, -0.09], [-0.17, -0.11, 0.00], [-0.13, 0.03, -0.01], [0.17, 0.02, 0.01], [0.07, 0.09, 0.12], [-0.01, -0.07, -0.08], [-0.12, -0.08, 0.04], [-0.16, -0.03, 0.00]], "total_energy_ev": -44401.50623, "max_force_ev_per_a": 1.31, "homo_energy_ev": -9.3}



Entry 4:
{"formula": "C14H15NO6", "method": "the ωB97M-V functional and the def2-TZVPD basis", "species": ["C", "C", "O", "C", "C", "C", "C", "O", "C", "C", "N", "C", "C", "O", "O", "C", "C", "C", "O", "O", "C", "H", "H", "H", "H", "H", "H", "H", "H", "H", "H", "H", "H", "H", "H", "H"], "xyz": [[5.0679, 0.2870, 2.6817], [4.6774, 0.0497, 1.2162], [5.6196, -0.2945, 0.4768], [3.3278, 0.2246, 0.6902], [3.0655, 0.2603, -0.7023], [1.7739, 0.4016, -1.1585], [0.6839, 0.5776, -0.2682], [-0.5296, 0.7729, -0.7741], [-1.0391, -0.3262, -1.5027], [-1.4588, -1.5457, -0.6826], [-2.9109, -1.4995, -0.5467], [-3.4374, -0.1810, -1.0427], [-4.9117, -0.1689, -1.5773], [-5.8331, 0.0681, -0.8155], [-5.0973, -0.4242, -2.8922], [-2.3825, 0.1067, -2.0981], [0.9203, 0.6170, 1.1202], [-0.1494, 0.8951, 2.0689], [0.2171, 1.3798, 3.1338], [-1.4520, 0.6931, 1.8039], [2.2409, 0.4267, 1.5742], [5.0735, 1.3953, 2.8272], [6.0670, -0.0705, 2.8908], [4.4394, -0.1460, 3.4028], [3.9035, 0.0491, -1.3900], [1.6317, 0.4264, -2.2229], [-0.3339, -0.6542, -2.2743], [-1.1958, -2.4417, -1.2269], [-1.0106, -1.5355, 0.3056], [-3.1550, -1.6390, 0.4466], [-3.3269, 0.5902, -0.2771], [-6.0793, -0.4178, -3.0167], [-2.3813, 1.1567, -2.3966], [-2.5782, -0.4609, -3.0219], [-1.8742, 0.9618, 2.6257], [2.4276, 0.4661, 2.6229]], "forces_ev_per_angstrom": [[0.11, 1.62, -1.07], [3.49, -1.20, -0.35], [-1.96, 0.65, 0.69], [-2.11, 0.67, 0.24], [0.56, -0.86, 0.57], [0.13, 0.23, 0.58], [2.21, -0.18, 0.29], [-0.92, 0.20, 0.20], [-1.21, -0.53, -1.03], [-0.13, 0.46, 0.20], [-1.79, 0.40, 1.00], [1.04, -0.72, -0.62], [-0.02, -0.08, 1.68], [0.87, -0.28, -1.07], [-0.54, 0.06, 0.56], [0.09, 0.50, -1.22], [0.30, -0.80, -2.21], [1.01, 1.32, 2.26], [-1.12, -0.51, -0.40], [0.74, -0.36, -0.49], [0.41, 0.13, -1.21], [-0.10, -0.73, 0.09], [0.20, -0.10, -0.45], [-1.19, -0.48, 0.86], [-0.55, 0.40, 0.41], [-0.35, 0.00, -0.24], [0.01, 0.37, 0.07], [0.33, -0.32, 0.00], [0.42, -0.16, 0.06], [-0.06, 0.15, -0.93], [-0.56, -0.01, 0.10], [0.91, 0.02, 0.07], [0.16, 0.01, 0.07], [0.00, -0.02, 0.41], [-0.39, 0.15, 0.31], [-0.04, 0.00, 0.56]], "total_energy_ev": -28536.37321, "max_force_ev_per_a": 3.71, "e_above_lowest_kcal_mol": 24.03, "homo_energy_ev": -9.3}



Entry 5:
{"formula": "C14H15O4S4Tb", "method": "the ωB97M-V functional and the def2-TZVPD basis", "species": ["Tb", "C", "C", "C", "C", "C", "C", "C", "H", "H", "H", "H", "H", "H", "H", "H", "O", "C", "S", "C", "C", "S", "S", "S", "C", "C", "C", "O", "C", "O", "O", "H", "H", "H", "H", "H", "H", "H"], "xyz": [[0.3605, 0.0087, 0.0512], [2.3632, -2.2940, 2.3982], [2.4509, -0.8452, 1.9854], [3.1158, -0.4869, 0.8086], [3.1731, 0.8337, 0.3976], [2.5683, 1.8271, 1.1607], [1.9355, 1.4882, 2.3444], [1.8734, 0.1636, 2.7488], [2.0866, -2.3863, 3.4494], [3.3167, -2.7991, 2.2371], [1.6137, -2.8342, 1.8153], [3.6035, -1.2475, 0.2239], [3.7039, 1.0924, -0.5036], [2.6298, 2.8595, 0.8460], [1.4891, 2.2566, 2.9585], [1.3806, -0.0905, 3.6773], [-0.1190, -0.7619, -6.8409], [0.1094, -0.6055, -5.6640], [-0.0290, 0.9526, -4.8330], [0.4003, 0.3807, -3.2327], [0.6533, -0.9335, -3.1027], [1.1142, -1.8465, -1.6633], [0.5450, -1.9126, -4.5528], [0.4667, 1.6479, -2.0077], [-3.9334, -0.5409, 0.7715], [-2.7831, 0.3145, 0.3175], [-3.1912, 1.7302, 0.0044], [-2.0921, -0.2917, -0.8342], [-1.5798, 0.2523, 1.2744], [-0.8712, 1.2942, 1.4060], [-1.0834, -0.8894, 1.5179], [-4.6928, -0.5780, -0.0106], [-4.3946, -0.1237, 1.6720], [-3.5928, -1.5526, 0.9852], [-4.0645, 1.7199, -0.6547], [-2.3895, 2.2610, -0.4845], [-3.4525, 2.2640, 0.9207], [-2.6847, -0.3273, -1.5873]], "forces_ev_per_angstrom": [[3.14, -0.52, -1.66], [0.03, 0.06, 0.07], [0.01, -0.36, 0.02], [0.08, -0.13, 0.10], [0.12, 0.13, -0.03], [0.11, 0.16, -0.10], [-0.01, 0.14, 0.14], [-0.02, -0.10, 0.17], [0.04, 0.01, -0.07], [-0.03, 0.03, 0.03], [-0.02, 0.06, -0.04], [0.02, -0.16, -0.17], [-0.03, 0.02, -0.18], [-0.07, 0.01, -0.04], [-0.09, 0.01, -0.03], [-0.10, -0.02, -0.01], [0.24, 0.08, 0.56], [-0.39, -0.09, -0.55], [0.00, -0.09, -0.12], [-0.01, 0.31, 0.23], [0.08, -0.30, 0.23], [0.18, -0.07, -0.31], [-0.07, 0.06, -0.14], [0.12, 0.10, -0.25], [-0.15, -0.31, 0.09], [0.13, -0.26, 0.01], [-0.34, 0.07, 0.00], [-0.21, 0.21, 0.85], [-1.07, 0.25, 0.94], [-1.18, 0.22, 0.46], [-0.83, 0.25, 0.36], [-0.05, -0.02, 0.00], [0.06, -0.01, -0.11], [-0.01, 0.00, 0.01], [0.05, 0.03, 0.05], [0.26, 0.17, -0.13], [-0.03, -0.06, -0.06], [0.02, 0.11, -0.32]], "total_energy_ev": -88727.98189, "max_force_ev_per_a": 3.59, "e_above_lowest_kcal_mol": 80.73, "multiplicity": 7, "homo_energy_ev": [-7.1, -7.1], "s2": 12.613}



Entry 6:
{"formula": "C14H15O6S3SeTl", "method": "the ωB97M-V functional and the def2-TZVPD basis", "species": ["Tl", "O", "S", "O", "O", "C", "C", "C", "C", "C", "C", "S", "O", "O", "O", "H", "H", "H", "H", "C", "S", "C", "H", "H", "H", "H", "H", "H", "Se", "C", "C", "C", "C", "C", "C", "H", "H", "H", "H", "H"], "xyz": [[-0.9178, 0.2398, -0.2073], [1.0056, 1.4857, -0.1714], [0.8920, 2.0108, 1.2243], [1.3992, 3.3419, 1.3647], [-0.5065, 1.8193, 1.6430], [1.8579, 0.9647, 2.3185], [2.8355, 1.6333, 3.0433], [3.6014, 0.9619, 3.9822], [3.3856, -0.3876, 4.2081], [2.4130, -1.0619, 3.4888], [1.6440, -0.3992, 2.5414], [0.5031, -1.4515, 1.6347], [0.8375, -1.2803, 0.2040], [0.6796, -2.7765, 2.1457], [-0.8805, -0.9272, 1.8155], [2.9673, 2.6889, 2.8548], [4.3611, 1.4958, 4.5370], [3.9814, -0.9195, 4.9377], [2.2325, -2.1165, 3.6392], [-4.5573, 0.9788, -0.3289], [-3.2046, 1.5729, 0.7236], [-3.4658, 0.5181, 2.1670], [-5.5014, 1.1460, 0.1863], [-4.4395, -0.0771, -0.5604], [-4.5266, 1.5646, -1.2443], [-3.4681, -0.5309, 1.8821], [-4.4042, 0.7962, 2.6418], [-2.6284, 0.7004, 2.8350], [-2.0607, -0.8857, -2.2807], [-0.6122, -0.9183, -3.5396], [0.6488, -0.4007, -3.2717], [1.6374, -0.4822, -4.2416], [1.3755, -1.0724, -5.4676], [0.1139, -1.5877, -5.7284], [-0.8811, -1.5145, -4.7668], [0.8755, 0.0604, -2.3196], [2.6212, -0.0847, -4.0278], [2.1518, -1.1320, -6.2189], [-0.0990, -2.0559, -6.6805], [-1.8673, -1.9175, -4.9631]], "forces_ev_per_angstrom": [[-0.82, -0.15, -0.86], [-0.30, -0.30, -0.04], [0.28, 0.80, 0.41], [0.05, -0.17, -0.02], [0.09, -0.14, -0.08], [-0.02, 0.19, -0.12], [-0.12, 0.02, -0.13], [0.01, -0.16, 0.06], [0.11, 0.18, 0.03], [-0.13, -0.04, -0.10], [-0.07, -0.17, -0.06], [0.22, -0.85, 0.22], [0.07, 0.08, 0.12], [0.03, 0.14, 0.02], [0.08, 0.22, -0.11], [0.06, -0.01, 0.05], [0.00, 0.01, 0.00], [-0.02, -0.02, 0.01], [0.05, 0.01, 0.02], [0.20, 0.15, 0.19], [-0.19, -0.33, -0.25], [0.07, 0.12, -0.02], [-0.01, 0.01, -0.03], [-0.01, -0.03, 0.00], [-0.04, -0.05, -0.03], [-0.02, -0.01, 0.01], [0.00, 0.01, 0.01], [-0.01, -0.01, 0.03], [0.29, 0.46, 0.59], [0.17, 0.05, 0.17], [-0.08, -0.05, -0.09], [0.05, 0.03, 0.05], [-0.01, -0.02, -0.06], [0.01, -0.01, 0.01], [-0.09, 0.03, 0.11], [0.08, 0.00, -0.01], [-0.02, 0.01, 0.00], [0.00, 0.00, 0.01], [0.00, 0.01, 0.00], [0.03, -0.03, -0.06]], "total_energy_ev": -129591.32714, "max_force_ev_per_a": 1.20, "e_above_lowest_kcal_mol": 4.83, "homo_energy_ev": -8.6}